No. 1
Formula: C4H5NO3
Source: the Open Molecules 2025 dataset
Level of theory: ωB97M-V/def2-TZVPD

Last column: natural (NBO) charge in e.
Cartesian coordinates (Å):
1 C -0.54974 0.07680 0.07532  -0.09
2 C 0.55638 -1.05174 0.06765  0.36
3 C -1.97696 0.15078 0.03336  0.71
4 C 1.54413 0.08462 0.00277  -0.29
5 N 0.46375 1.07979 0.01626  -0.61
6 O -2.73269 -0.77153 0.19860  -0.56
7 O -2.44448 1.40601 -0.23060  -0.68
8 O 0.56129 -2.34732 -0.17746  -0.62
9 H 2.24780 0.16317 0.83420  0.21
10 H 2.09898 0.13223 -0.93955  0.22
11 H -1.72421 2.01627 -0.43911  0.48
12 H 0.49222 1.75574 0.77752  0.36
13 H 1.46352 -2.69479 -0.21896  0.49

Force components x, y, z for each atom (eV/Å):
5.3 -5.4 0.3
-5.1 5.0 0.0
-0.6 0.1 -0.2
0.5 -0.1 -0.1
-0.2 0.7 -0.3
0.2 0.3 0.0
-0.3 0.0 0.1
0.2 0.0 0.0
-0.1 0.0 0.1
0.0 -0.1 0.1
0.1 -0.2 0.0
0.1 -0.4 0.1
-0.1 0.1 0.0

HOMO (eV): -7.9656
LUMO energy (eV): 0.23
Total charge: 0
Energy above the lowest of the compared OMol25 structures with the same formula, charge and spin (kcal/mol): 70.6
SMILES string: O=C(O)C1=C(O)CN1

No. 2
Formula: C2H7NS
Source: the Open Molecules 2025 dataset
Level of theory: ωB97M-V/def2-TZVPD

Last column: natural (NBO) charge in e.
Cartesian coordinates (Å):
1 C 0.94094 -0.21062 0.39568  -0.23
2 C -0.59575 -0.45010 0.11625  -0.60
3 S -1.48593 1.05298 0.20435  -0.45
4 N 1.47102 0.76087 -0.52004  -0.85
5 H 1.42736 -1.17477 0.31507  0.17
6 H 0.84089 0.15569 1.44640  0.19
7 H -1.12720 -1.26250 0.68663  0.19
8 H -0.82995 -0.78233 -0.89283  0.18
9 H -3.27217 -0.07034 0.18985  -0.30
10 H 1.66962 0.45219 -1.41281  0.34
11 H 0.96117 1.52894 -0.52855  0.37

Force components x, y, z for each atom (eV/Å):
-3.1 -0.4 0.2
-0.1 -1.5 -0.5
-1.3 1.4 0.6
3.7 -3.1 2.5
0.6 -0.1 0.2
1.1 -0.1 -0.7
0.9 0.7 0.3
0.8 -0.4 -0.5
0.2 0.1 0.0
0.2 -1.0 -1.9
-3.1 4.3 -0.1

HOMO (alpha / beta) (eV): -1.3262 / -2.6937
LUMO energy (alpha / beta) (eV): 4.34 / 4.30
2S+1: 2
Total charge: -1
Energy above the lowest of the compared OMol25 structures with the same formula, charge and spin (kcal/mol): 28.2

No. 3
Formula: C4H6O
Source: the Open Molecules 2025 dataset
Level of theory: ωB97M-V/def2-TZVPD

Last column: natural (NBO) charge in e.
Cartesian coordinates (Å):
1 C -1.10733 -1.27727 0.35206  -0.04
2 C 0.87132 0.43106 0.79106  -0.64
3 C 0.06922 0.64404 -0.48284  0.13
4 O 0.21108 -0.27792 -1.53074  -0.49
5 C -1.00352 -0.34910 -0.74953  -0.17
6 H 0.36662 -0.29352 1.44001  0.22
7 H -0.22723 -1.94742 0.29032  0.12
8 H 0.92339 1.34357 1.38436  0.23
9 H 1.87736 0.07248 0.56763  0.23
10 H -0.06669 1.67337 -0.82065  0.20
11 H -1.91424 -0.01929 -1.24166  0.22

Force components x, y, z for each atom (eV/Å):
-0.1 0.0 -0.5
0.1 0.0 0.2
0.1 0.1 0.2
0.2 -0.1 -0.1
-0.5 -0.3 0.1
0.3 0.1 0.0
-0.1 0.1 0.0
0.1 0.1 -0.1
0.0 0.1 0.0
-0.1 -0.2 0.1
0.1 0.1 -0.1

HOMO (eV): -9.1654
LUMO energy (eV): -0.63
Total charge: 0
Energy above the lowest of the compared OMol25 structures with the same formula, charge and spin (kcal/mol): 103.1

No. 4
Formula: C21H17FeNO8
Source: the Open Molecules 2025 dataset
Level of theory: ωB97M-V/def2-TZVPD

Last column: natural (NBO) charge in e.
Cartesian coordinates (Å):
1 C -4.79670 -2.37113 1.44886  -0.63
2 C -3.33590 -2.08261 1.66637  -0.07
3 O -3.21625 -0.61998 1.59606  -0.52
4 C -1.94579 -0.21067 1.79691  0.75
5 C -1.75732 1.26983 1.62893  -0.45
6 C -0.43016 1.83600 1.17874  0.53
7 O -0.41113 3.00684 0.76881  -0.59
8 C 0.78768 1.00138 1.25759  -0.14
9 C 0.87165 -0.05266 0.34378  -0.18
10 C 2.04503 -0.76278 0.19993  -0.26
11 C 3.15074 -0.43801 1.01124  0.04
12 N 4.29788 -1.28399 0.98495  0.39
13 O 5.23801 -1.03328 1.77340  -0.60
14 O 4.30989 -2.25448 0.19213  -0.60
15 C 3.06348 0.61561 1.94501  -0.26
16 C 1.89968 1.34960 2.04721  -0.20
17 O -1.06813 -1.00809 2.09560  -0.61
18 H -4.98818 -3.44483 1.49501  0.20
19 H -5.42305 -1.89577 2.20941  0.22
20 H -5.12241 -2.00824 0.46950  0.21
21 H -2.99532 -2.44786 2.64716  0.19
22 H -2.71311 -2.52808 0.87360  0.19
23 H -2.54651 1.66965 0.98333  0.25
24 H 0.00898 -0.30404 -0.27227  0.19
25 H 2.11114 -1.58618 -0.50658  0.23
26 H 3.93511 0.82316 2.56672  0.23
27 H 1.81612 2.18290 2.74949  0.20
28 O -7.99819 6.31217 6.18381  -0.59
29 C -7.00526 5.86031 5.77105  0.44
30 Fe -6.10711 4.74490 4.82517  -0.08
31 C -7.00316 3.26687 5.20713  0.50
32 O -7.62496 2.28222 5.19136  -0.58
33 C -6.96211 4.84542 3.31089  0.50
34 O -7.74247 4.80200 2.44339  -0.58
35 C -2.58093 2.54758 3.11044  -0.17
36 C -2.71548 3.77787 2.47289  -0.25
37 C -3.55082 4.87249 2.78949  -0.24
38 C -3.99237 5.25902 4.06822  -0.30
39 C -4.06402 4.35420 5.19196  -0.50
40 C -4.13523 2.92574 5.05088  -0.20
41 C -3.36196 2.12923 4.19302  -0.23
42 H -1.72013 1.78457 2.82638  0.27
43 H -2.08070 3.92988 1.58949  0.25
44 H -3.78442 5.57378 1.96611  0.19
45 H -4.10830 6.35359 4.26798  0.22
46 H -3.76284 4.76937 6.16779  0.22
47 H -4.68697 2.37808 5.83376  0.20
48 H -3.33511 1.06831 4.44240  0.19

Force components x, y, z for each atom (eV/Å):
-0.4 -0.1 -0.1
-0.2 0.6 0.0
0.0 -0.8 0.0
1.6 0.1 0.4
0.9 -2.6 -4.3
-0.2 0.4 0.0
0.2 -1.1 0.4
0.0 0.5 -0.2
0.5 -0.1 0.0
-0.3 0.0 -0.2
0.9 -1.2 0.1
-2.0 1.6 0.1
1.0 0.2 0.7
0.1 -0.9 -0.8
0.3 0.2 0.2
-0.3 -0.1 -0.3
-0.8 0.6 0.1
0.1 0.0 0.0
0.2 0.0 -0.1
0.0 0.0 0.1
0.0 0.3 -0.4
-0.1 0.2 0.4
0.1 0.1 0.7
0.2 0.0 0.1
0.1 0.2 0.2
-0.3 -0.1 -0.2
0.1 -0.2 -0.2
0.8 0.5 0.4
-2.7 0.7 0.7
3.0 -0.8 -1.6
-0.6 -1.1 0.1
0.5 0.9 0.3
-2.0 0.4 -1.3
1.1 0.1 0.7
-0.9 3.2 1.5
0.5 -0.3 -0.4
-0.1 0.4 -0.7
-0.7 -0.5 1.1
-0.5 2.1 0.4
2.1 -2.6 -0.5
-1.7 0.1 2.1
-0.6 1.0 0.8
-0.5 -0.2 0.2
0.5 -0.3 0.4
0.1 -0.9 -0.2
-0.4 -0.4 -0.3
0.5 0.3 -0.4
-0.2 0.0 -0.2

HOMO (alpha / beta) (eV): 0.0309 / -1.4492
LUMO energy (alpha / beta) (eV): 4.32 / 3.81
2S+1: 5
Total charge: -2
Energy above the lowest of the compared OMol25 structures with the same formula, charge and spin (kcal/mol): 0.0

No. 5
Formula: C5H9ClOS
Source: the Open Molecules 2025 dataset
Level of theory: ωB97M-V/def2-TZVPD

Last column: natural (NBO) charge in e.
Cartesian coordinates (Å):
1 C 0.36267 0.21959 -1.37220  -0.40
2 C 1.50361 -0.39000 -0.53962  -0.42
3 C -0.42270 1.14213 -0.45372  -0.47
4 C 0.85083 -0.60311 0.80440  -0.43
5 C -0.13013 0.66610 0.97768  0.07
6 O -1.22361 0.55494 1.79792  -0.43
7 S -3.55009 -1.81516 -0.06379  0.07
8 Cl -2.57649 -1.01185 1.41954  0.08
9 H 0.74491 0.59984 -2.44279  0.21
10 H -0.23414 -0.62384 -1.72755  0.21
11 H 2.12364 -1.30909 -0.88274  0.22
12 H 2.35445 0.21231 -0.35888  0.20
13 H -0.47152 2.16755 -0.75353  0.23
14 H -1.41430 0.87288 -0.52925  0.22
15 H 0.18165 -1.41078 0.93393  0.20
16 H 1.58590 -0.74194 1.62457  0.21
17 H 0.31532 1.47044 1.56601  0.23

Force components x, y, z for each atom (eV/Å):
2.0 -0.5 -3.3
0.6 -2.0 0.0
0.6 -1.0 -0.3
-0.2 1.7 1.6
1.5 0.2 0.2
0.8 0.6 0.5
-0.4 -0.4 -0.5
-0.7 -0.8 -0.1
-0.7 -0.1 2.5
-0.4 0.0 0.4
-1.9 0.9 -0.1
0.6 1.7 0.0
0.9 0.9 0.5
-2.5 -0.6 -0.5
-0.6 -1.3 -0.5
-0.4 0.5 -0.3
0.9 0.3 0.0

HOMO (alpha / beta) (eV): -8.9740 / -9.1174
LUMO energy (alpha / beta) (eV): 0.55 / -2.38
2S+1: 3
Total charge: 0
Energy above the lowest of the compared OMol25 structures with the same formula, charge and spin (kcal/mol): 0.0